{
  "formula": "C4H14N2O",
  "method": "wB97M-V/def2-TZVPD",
  "total_energy_ha": -345.5189,
  "e_homo_ev": -8.436,
  "smiles": "CCNCCN.O",
  "e_above_lowest_kj_mol": 150.4,
  "elements": ["N", "C", "C", "N", "C", "C", "H", "H", "H", "H", "H", "H", "H", "H", "H", "H", "H", "H", "H", "H", "O"],
  "xyz": [[0.288, 1.801, 1.048], [1.092, 0.589, 1.058], [1.148, -0.150, -0.313], [0.877, -1.592, -0.224], [-0.407, -2.032, -0.669], [-1.647, -1.464, 0.083], [-0.561, 1.707, 1.584], [0.782, 2.599, 1.419], [2.126, 0.802, 1.321], [0.744, -0.164, 1.753], [2.133, -0.027, -0.741], [0.392, 0.200, -0.994], [1.137, -1.995, 0.668], [-0.528, -3.099, -0.851], [-0.572, -1.636, -1.675], [-1.801, -0.426, -0.196], [-2.539, -1.993, -0.284], [-1.624, -1.630, 1.163], [0.098, 2.231, -1.136], [-0.868, 3.418, -1.245], [-0.271, 2.862, -1.768]],
  "atomic_forces_ev_per_a": [[-0.03, 0.22, -0.01], [0.32, -0.54, -0.86], [-0.30, -0.97, 0.74], [0.74, -0.46, 0.19], [-1.70, 1.03, -0.61], [-0.08, -0.99, -0.35], [-0.09, -0.11, -0.02], [0.08, -0.03, 0.02], [0.00, 0.24, 0.23], [-0.27, 0.05, 0.49], [0.22, 0.23, -0.32], [-0.12, 0.65, -0.31], [0.00, 0.10, -0.08], [0.55, -0.23, 0.65], [0.38, 0.02, -0.21], [0.11, 0.29, 0.40], [0.12, 0.08, 0.06], [0.15, 0.26, -0.02], [-0.18, 0.26, 0.31], [0.32, -0.34, -0.13], [-0.22, 0.23, -0.18]]
}

---

{
  "formula": "C35H58FN6O6PS",
  "method": "wB97M-V/def2-TZVPD",
  "total_energy_ha": -2987.0991,
  "e_homo_ev": -8.481,
  "smiles": "C[C@@H](C[C@@H]1OS(=O)(=O)O[C@@]1(CCCF)P(N)O)OCc1ccccc1.CCCC#N.CCCC#N.CCCC#N.CCCC#N.CCCC#N",
  "elements": ["C", "C", "C", "C", "O", "S", "O", "O", "O", "C", "C", "C", "C", "F", "P", "N", "O", "O", "C", "C", "C", "C", "C", "C", "C", "H", "H", "H", "H", "H", "H", "H", "H", "H", "H", "H", "H", "H", "H", "H", "H", "H", "H", "H", "H", "H", "H", "H", "C", "C", "C", "C", "N", "H", "H", "H", "H", "H", "H", "H", "C", "C", "C", "C", "N", "H", "H", "H", "H", "H", "H", "H", "C", "C", "C", "C", "N", "H", "H", "H", "H", "H", "H", "H", "C", "C", "C", "C", "N", "H", "H", "H", "H", "H", "H", "H", "C", "C", "C", "C", "N", "H", "H", "H", "H", "H", "H", "H"],
  "xyz": [[0.499, -3.700, 0.926], [1.111, -2.838, -0.370], [2.250, -1.787, 0.189], [2.055, -0.247, -0.343], [3.342, 0.514, -0.441], [2.716, 2.035, -0.999], [2.928, 2.010, -2.535], [3.712, 3.021, -0.342], [1.086, 1.990, -0.397], [1.024, 0.766, 0.468], [1.573, 1.310, 1.914], [0.572, 2.348, 2.693], [0.650, 3.907, 2.160], [-0.322, 4.199, 1.045], [-0.834, 0.191, 0.512], [-1.945, 1.571, 0.308], [-1.018, -0.536, 2.117], [1.616, -3.847, -1.313], [1.289, -3.523, -2.711], [-0.304, -3.629, -3.094], [-1.409, -4.402, -2.118], [-3.020, -4.445, -2.513], [-3.647, -3.715, -3.878], [-2.537, -2.969, -4.870], [-0.940, -2.933, -4.464], [-0.663, -3.568, 0.917], [1.008, -3.417, 1.941], [0.701, -4.858, 0.717], [0.217, -2.192, -0.760], [3.290, -2.176, -0.239], [2.374, -1.811, 1.368], [1.764, -0.355, -1.476], [2.643, 1.795, 1.887], [1.674, 0.352, 2.615], [-0.554, 2.027, 2.726], [0.941, 2.375, 3.828], [0.283, 4.582, 3.074], [1.745, 4.270, 1.913], [-2.518, 1.330, -0.555], [-2.655, 1.531, 1.093], [-1.324, -1.499, 1.968], [1.842, -4.346, -3.376], [1.794, -2.492, -3.039], [-1.122, -4.935, -1.100], [-3.827, -4.983, -1.828], [-4.811, -3.734, -4.118], [-2.991, -2.465, -5.839], [-0.216, -2.360, -5.202], [5.250, 5.752, 3.430], [4.765, 7.159, 3.092], [3.809, 7.727, 4.142], [2.577, 6.842, 4.247], [1.555, 6.109, 4.333], [4.423, 5.037, 3.464], [5.952, 5.399, 2.667], [5.762, 5.736, 4.399], [4.272, 7.138, 2.112], [5.633, 7.822, 3.002], [3.502, 8.740, 3.862], [4.299, 7.779, 5.120], [-4.846, 1.481, -5.303], [-4.790, -0.040, -5.416], [-6.072, -0.719, -4.930], [-6.304, -0.388, -3.464], [-6.497, -0.114, -2.249], [-4.952, 1.805, -4.263], [-3.922, 1.924, -5.688], [-5.685, 1.887, -5.879], [-3.933, -0.407, -4.840], [-4.616, -0.312, -6.463], [-5.988, -1.805, -5.044], [-6.933, -0.382, -5.517], [3.504, -1.476, 7.268], [2.205, -2.007, 6.671], [1.986, -1.554, 5.226], [1.917, -0.037, 5.168], [1.860, 1.222, 5.121], [3.509, -0.383, 7.318], [3.632, -1.848, 8.290], [4.369, -1.798, 6.677], [1.366, -1.676, 7.296], [2.220, -3.102, 6.704], [1.050, -1.971, 4.839], [2.803, -1.902, 4.585], [-1.264, -8.696, -1.978], [-1.266, -9.274, -0.566], [-2.445, -8.781, 0.276], [-2.382, -7.269, 0.412], [-2.330, -6.014, 0.525], [-1.160, -7.606, -1.969], [-0.422, -9.097, -2.551], [-2.189, -8.950, -2.507], [-0.322, -9.011, -0.074], [-1.303, -10.367, -0.629], [-2.409, -9.234, 1.273], [-3.395, -9.062, -0.190], [0.399, 6.349, -1.533], [-0.901, 5.818, -2.131], [-1.120, 6.271, -3.576], [-1.188, 7.788, -3.633], [-1.245, 9.047, -3.681], [0.404, 7.442, -1.483], [0.527, 5.977, -0.512], [1.263, 6.026, -2.125], [-1.739, 6.148, -1.506], [-0.886, 4.723, -2.097], [-2.055, 5.854, -3.962], [-0.302, 5.922, -4.216]],
  "atomic_forces_ev_per_a": [[0.19, -0.67, -1.01], [-0.88, 0.34, 2.28], [1.50, 0.05, -0.11], [-0.54, -1.56, -0.68], [-3.77, 1.42, 0.03], [6.16, 1.69, -2.15], [-2.36, -0.10, 5.42], [-4.65, -3.02, -1.56], [2.95, -0.86, -1.21], [1.69, 1.62, 1.66], [-0.18, -1.23, 1.20], [0.35, 0.92, -0.11], [-0.84, 0.29, 1.57], [2.25, -0.73, 1.99], [-0.75, -1.89, -0.66], [-0.68, -1.56, 0.81], [-0.11, -0.20, -2.03], [-1.35, 2.10, -1.02], [0.41, -0.56, -1.37], [-4.89, 0.07, -0.63], [-1.48, 1.61, -3.04], [1.55, 1.96, -2.59], [5.14, 0.00, 1.14], [0.42, -1.96, 3.70], [-2.01, -1.29, 1.80], [2.17, -0.24, 0.35], [-1.19, -0.43, -1.94], [-0.41, 2.58, 0.48], [1.70, -1.42, 0.17], [-2.12, 0.97, 0.82], [-0.50, 0.08, -2.49], [-0.21, 0.28, 2.18], [-2.07, -0.97, -0.36], [-0.24, 2.00, -1.51], [2.15, 0.46, -0.25], [-0.85, 0.09, -2.81], [0.71, -1.48, -2.29], [-2.36, -0.91, -0.07], [1.10, 0.20, 1.38], [1.18, 0.41, -0.91], [0.70, 2.34, 0.03], [-1.18, 1.69, 1.63], [-1.48, -1.99, 0.74], [-0.52, 1.35, -2.51], [2.23, 1.23, -1.39], [2.90, 0.00, 0.60], [1.49, -1.09, 2.17], [-1.66, -1.35, 1.75], [0.10, -0.10, -0.04], [0.20, -0.29, -0.25], [-0.85, -0.68, -0.18], [-7.03, -4.76, 0.81], [8.24, 5.91, -0.62], [0.07, 0.11, 0.04], [-0.09, 0.05, 0.14], [-0.07, -0.03, -0.11], [0.04, 0.11, 0.18], [-0.19, 0.04, 0.06], [-0.16, -0.21, 0.13], [-0.21, -0.10, -0.07], [0.04, 0.13, -0.05], [0.34, 0.30, 0.02], [0.09, 0.28, 1.08], [-1.55, 1.66, 8.22], [1.59, -2.16, -9.69], [-0.06, -0.09, -0.12], [-0.15, -0.05, 0.01], [0.11, -0.01, 0.09], [-0.21, -0.06, -0.09], [-0.10, -0.09, 0.11], [-0.12, 0.15, 0.19], [0.04, -0.01, 0.24], [0.10, 0.00, 0.11], [0.14, 0.00, 0.42], [-0.18, 1.08, 0.17], [-0.42, 8.46, -0.56], [0.75, -10.31, 0.97], [-0.01, -0.13, -0.08], [0.02, 0.02, -0.17], [-0.09, 0.06, 0.09], [0.06, -0.09, -0.21], [-0.10, 0.13, -0.14], [0.09, 0.27, -0.07], [-0.07, 0.22, 0.03], [0.05, 0.00, -0.11], [0.32, -0.01, -0.32], [0.29, 1.04, 0.09], [0.08, 8.42, 0.94], [-0.40, -10.02, -0.82], [-0.08, -0.10, 0.01], [-0.15, 0.04, 0.06], [0.13, 0.07, 0.04], [-0.20, -0.08, 0.04], [-0.07, 0.13, 0.16], [-0.09, 0.27, -0.07], [0.09, 0.23, 0.08], [0.13, -0.01, 0.17], [0.15, -0.02, 0.43], [-0.14, 1.08, 0.20], [-0.43, 8.49, -0.66], [0.45, -10.02, 0.43], [-0.02, -0.10, -0.11], [-0.04, -0.02, -0.20], [-0.08, 0.05, 0.07], [0.07, -0.10, -0.18], [-0.08, 0.12, -0.08], [0.11, 0.25, -0.06], [-0.09, 0.22, 0.04]]
}

---

{
  "formula": "C21H17Cl3GaGeN7",
  "method": "wB97M-V/def2-TZVPD",
  "s2": 0.75,
  "total_energy_ha": -6575.3647,
  "charge": 3,
  "e_homo_ev": [-17.499, -17.573],
  "e_above_lowest_kj_mol": 13.1,
  "multiplicity": 2,
  "elements": ["Ga", "C", "C", "C", "C", "N", "C", "C", "C", "C", "C", "C", "N", "C", "C", "C", "C", "C", "N", "H", "H", "H", "H", "H", "H", "H", "H", "H", "H", "H", "N", "C", "C", "N", "C", "C", "N", "C", "C", "N", "H", "H", "H", "H", "H", "H", "Cl", "Ge", "Cl", "Cl"],
  "xyz": [[-0.021, 0.319, -0.223], [4.164, 1.358, -0.724], [4.718, 0.125, -1.024], [3.898, -0.994, -1.107], [2.547, -0.845, -0.883], [2.011, 0.355, -0.577], [2.800, 1.433, -0.509], [1.567, -1.969, -0.949], [1.834, -3.280, -1.296], [0.776, -4.180, -1.318], [-0.516, -3.770, -1.004], [-0.712, -2.446, -0.666], [0.322, -1.605, -0.642], [-2.008, -1.798, -0.302], [-3.208, -2.472, -0.216], [-4.351, -1.766, 0.140], [-4.260, -0.408, 0.399], [-3.024, 0.203, 0.294], [-1.924, -0.478, -0.044], [4.770, 2.250, -0.660], [5.783, 0.030, -1.195], [4.317, -1.962, -1.343], [2.319, 2.375, -0.281], [2.833, -3.603, -1.552], [0.957, -5.213, -1.589], [-1.335, -4.474, -1.027], [-3.262, -3.533, -0.418], [-5.302, -2.276, 0.213], [-5.127, 0.175, 0.676], [-2.904, 1.263, 0.476], [0.150, 1.155, 3.807], [0.379, -0.184, 4.049], [0.423, -0.788, 2.831], [0.263, 0.174, 1.856], [0.095, 1.323, 2.480], [-0.171, 2.478, 1.625], [-0.305, 2.243, 0.325], [-0.502, 3.468, -0.291], [-0.490, 4.433, 0.662], [-0.280, 3.785, 1.867], [0.053, 1.863, 4.521], [0.483, -0.574, 5.047], [0.588, -1.827, 2.602], [-0.644, 3.562, -1.353], [-0.615, 5.501, 0.602], [-0.207, 4.243, 2.764], [-0.975, 2.484, -5.639], [-1.895, 1.092, -4.391], [-3.617, 1.817, -3.425], [-0.394, 0.935, -2.587]],
  "atomic_forces_ev_per_a": [[0.03, -0.23, 0.80], [-0.02, 0.01, 0.00], [0.09, -0.03, -0.02], [0.10, 0.00, -0.01], [-0.25, -0.12, 0.05], [-0.01, 0.09, -0.19], [-0.02, -0.06, 0.00], [0.08, 0.18, 0.02], [0.04, -0.09, -0.02], [0.00, -0.04, -0.01], [0.02, -0.12, -0.01], [-0.16, 0.17, 0.10], [-0.01, 0.13, -0.12], [0.25, -0.04, -0.01], [-0.07, -0.04, 0.00], [-0.05, -0.03, 0.00], [0.00, 0.01, 0.01], [0.02, -0.03, -0.04], [-0.04, 0.17, -0.16], [0.00, -0.01, 0.00], [-0.01, 0.00, 0.00], [0.00, 0.02, 0.00], [-0.01, 0.00, 0.00], [-0.02, -0.01, 0.00], [0.00, 0.02, 0.00], [0.02, 0.00, -0.01], [-0.01, 0.02, 0.00], [0.01, 0.00, 0.00], [0.00, -0.02, 0.00], [0.01, 0.00, -0.01], [0.14, -0.15, 0.03], [-0.14, 0.17, 0.03], [0.18, 0.10, -0.13], [-0.14, -0.35, 0.00], [-0.15, 0.39, -0.13], [0.10, -0.19, 0.25], [-0.02, 0.11, -0.27], [-0.02, -0.16, 0.02], [0.01, -0.06, 0.23], [-0.02, 0.16, -0.11], [0.01, -0.01, 0.02], [-0.02, 0.00, -0.02], [-0.01, 0.02, -0.01], [0.01, -0.02, 0.00], [0.00, -0.02, 0.00], [-0.01, 0.02, 0.00], [0.14, 0.21, -0.18], [0.05, -0.29, 0.14], [-0.31, 0.09, 0.12], [0.19, 0.04, -0.36]]
}

---

{
  "formula": "F8H16N4Na4O24S8",
  "method": "wB97M-V/def2-TZVPD",
  "s2": 0.76,
  "total_energy_ha": -6667.5107,
  "charge": 1,
  "e_homo_ev": [-11.077, -11.076],
  "multiplicity": 2,
  "elements": ["Na", "Na", "Na", "Na", "N", "S", "O", "O", "F", "S", "O", "O", "F", "N", "S", "O", "O", "F", "S", "O", "O", "F", "N", "S", "O", "O", "F", "S", "O", "O", "F", "N", "S", "O", "O", "F", "S", "O", "O", "F", "O", "H", "H", "O", "H", "H", "O", "H", "H", "O", "H", "H", "O", "H", "H", "O", "H", "H", "O", "H", "H", "O", "H", "H"],
  "xyz": [[-1.512, -3.223, 2.705], [-0.507, 0.103, -4.040], [-2.088, 2.326, 2.714], [-0.080, 3.517, 1.152], [4.969, -2.751, 0.655], [6.013, -4.042, 0.179], [7.093, -3.683, -0.777], [5.464, -5.400, 0.164], [6.778, -4.203, 1.566], [3.803, -3.343, -0.051], [3.030, -4.261, 0.758], [3.853, -3.379, -1.492], [2.955, -1.976, 0.065], [-1.217, 1.439, 0.635], [-0.189, 0.137, 0.517], [0.985, 0.159, -0.392], [-0.791, -1.165, 0.797], [0.564, 0.445, 1.904], [-1.981, 0.984, -0.579], [-2.973, -0.077, -0.449], [-1.380, 1.225, -1.873], [-2.904, 2.303, -0.506], [-7.233, 0.101, 0.333], [-6.458, 0.833, -0.651], [-5.794, 0.081, -1.753], [-5.830, 2.064, -0.170], [-7.707, 1.462, -1.472], [-5.849, -0.754, 0.967], [-4.849, 0.089, 1.679], [-5.482, -2.018, 0.330], [-6.669, -1.426, 2.231], [5.392, 0.526, 2.475], [4.226, 1.277, 3.047], [3.650, 2.358, 2.214], [4.052, 1.416, 4.483], [3.202, 0.048, 2.712], [6.523, 1.719, 3.132], [7.142, 1.303, 4.369], [6.349, 3.149, 2.997], [7.714, 1.490, 2.129], [0.768, 3.351, -1.408], [0.990, 2.626, -1.993], [1.609, 3.635, -1.050], [-4.236, -2.320, -2.339], [-4.404, -2.335, -3.282], [-4.362, -1.405, -2.088], [-4.302, 3.086, 1.775], [-4.793, 2.767, 1.018], [-4.647, 2.583, 2.513], [-1.395, -1.756, -2.791], [-0.894, -2.556, -2.949], [-2.261, -2.064, -2.524], [3.726, 1.103, -0.870], [2.785, 1.004, -0.724], [3.857, 2.047, -0.954], [-1.623, 4.701, -2.292], [-1.782, 5.135, -1.453], [-0.971, 4.028, -2.094], [-2.421, -3.434, 0.508], [-1.646, -3.680, 0.003], [-2.589, -2.525, 0.261], [1.752, -0.987, -3.478], [2.014, -1.113, -2.566], [2.562, -0.745, -3.928]],
  "atomic_forces_ev_per_a": [[-0.22, -0.03, -0.44], [-0.04, -0.44, 0.59], [-1.33, -0.39, 0.06], [0.90, 0.21, -0.91], [5.81, -0.70, 1.37], [8.04, -4.25, 0.72], [-4.12, 0.07, 2.36], [-0.57, 3.09, -1.13], [-0.58, 1.44, -0.69], [-10.68, 1.66, -3.25], [1.36, 0.72, -1.00], [0.97, -1.27, 1.29], [-0.29, -0.61, 0.35], [4.30, -1.87, 2.46], [7.10, -3.36, 3.31], [-3.89, 0.57, 1.25], [0.43, 2.16, -0.67], [-0.85, 0.38, -0.41], [-10.71, 2.54, -6.86], [2.85, 1.20, -0.02], [0.99, -1.11, 0.79], [0.20, -0.51, -0.10], [0.83, -5.27, 5.34], [1.52, 6.50, -9.45], [-0.36, 1.35, 2.72], [0.16, -1.34, -0.59], [0.71, -0.49, 0.73], [-1.27, -3.37, 4.29], [-1.83, -1.54, -1.88], [0.13, 3.01, 0.18], [0.54, 1.35, -0.98], [4.81, 2.40, 0.68], [-7.47, 0.90, 0.42], [0.50, -1.18, 1.12], [0.59, 0.20, -1.49], [-0.50, 0.07, 0.04], [4.94, 0.07, 1.09], [-1.60, -0.33, -0.94], [-1.50, -1.42, -0.37], [-0.42, -0.66, -0.84], [-0.25, 0.10, 0.86], [0.01, -0.42, -0.08], [0.57, 0.28, -0.23], [1.13, -0.46, -0.12], [-0.32, -0.07, -0.29], [-0.65, 0.57, 0.36], [1.90, 0.53, 1.59], [-0.67, -0.61, -1.07], [-0.79, -0.13, 0.03], [1.01, 0.51, -0.30], [0.26, -0.26, -0.10], [-1.32, -0.13, 0.19], [-0.08, -0.16, -0.54], [-0.18, -0.18, 0.34], [0.41, 0.24, 0.19], [-0.18, 0.02, -0.13], [-0.24, 0.27, 0.05], [0.23, -0.07, -0.03], [0.30, -0.40, 1.00], [0.14, -0.14, -0.43], [-0.45, 0.50, -0.37], [-0.76, 0.35, -0.33], [0.11, -0.07, 0.47], [0.36, -0.02, -0.17]]
}